Entry 1:
Computed, not measured: a molecular structure, C19H23N5O2Pb at a distorted geometry, with ωB97M-V/def2-TZVPD.

Properties
Maximum force = 4.7 eV/Å
Orbital gap (alpha / beta) = 2.6 / 2.4 eV
Energy = -36819.29620 eV
Energy relative to the best compared isomer or geometry (same formula, charge and spin) = 37.4 kJ/mol
Total charge = +4

```
50
Properties=species:S:1:pos:R:3:forces:R:3:lowdin_charge:R:1
N 1.8715 -3.0495 0.0926 -0.39 0.80 -0.35 0.13
C 2.9807 -3.1938 -0.1763 0.18 -0.44 0.21 -0.25
C 4.3762 -3.5296 -0.4060 0.58 -0.12 -0.02 -0.04
H 4.8533 -2.8863 -1.1595 -0.27 -0.21 0.19 0.09
H 4.4406 -4.5755 -0.7426 -0.02 0.31 0.09 0.12
H 4.9347 -3.4354 0.5382 -0.21 -0.08 -0.29 0.11
N -3.0592 -1.5668 2.1419 1.11 0.46 -1.22 0.13
C -3.9387 -2.0230 2.7095 -0.97 -0.42 1.00 -0.23
C -5.0225 -2.5562 3.5328 -0.20 -0.11 0.07 -0.02
H -5.1788 -3.6255 3.3228 0.09 0.38 0.06 0.11
H -5.9564 -2.0093 3.3309 0.34 -0.17 0.05 0.11
H -4.7538 -2.4322 4.5935 -0.10 -0.05 -0.37 0.11
N -2.0232 2.6526 -1.2982 1.07 0.30 -0.57 0.13
C -1.6413 3.6029 -1.8452 -0.86 -0.75 0.67 -0.25
C -1.3455 4.8755 -2.4715 0.20 0.62 -0.27 -0.04
H -1.5933 5.6832 -1.7666 0.04 -0.24 -0.20 0.11
H -1.9661 5.0013 -3.3702 0.16 -0.07 0.24 0.12
H -0.2865 4.9727 -2.7578 -0.40 -0.12 0.09 0.09
Pb -0.9653 -0.8122 -0.6074 1.15 1.79 4.15 1.44
C -1.4320 1.1612 1.4897 -1.36 2.18 1.87 -0.14
O -1.7981 1.9529 2.2231 0.84 -1.75 -1.56 0.14
C 0.1625 -1.1643 2.0631 0.89 -1.18 2.39 -0.14
O 0.5717 -1.5001 3.0688 -0.78 0.68 -1.86 0.14
C -1.0299 -2.9052 -1.8916 -0.17 -0.40 -0.52 -0.11
C -0.5292 -1.9033 -2.7434 -0.39 -0.32 -0.75 -0.13
C -1.3087 -0.7625 -3.0209 -0.26 -0.50 -0.71 -0.13
C -2.5857 -0.6284 -2.4461 -0.31 -0.19 -0.57 -0.11
C -3.0839 -1.6286 -1.5914 -0.20 -0.10 -0.37 -0.08
C -2.3058 -2.7680 -1.3142 -0.07 -0.27 -0.32 -0.08
H -0.3719 -3.6839 -1.5508 0.11 -0.44 -0.11 0.13
H 0.5015 -1.9432 -3.0493 0.17 -0.20 -0.39 0.14
H -0.8776 0.0751 -3.5400 -0.03 0.10 -0.46 0.14
H -3.1023 0.3105 -2.5252 -0.33 0.21 -0.26 0.13
H -3.9787 -1.4529 -1.0207 -0.44 -0.06 -0.08 0.15
H -2.6203 -3.4422 -0.5369 -0.20 -0.39 0.00 0.15
C 3.2457 2.9682 3.0156 -1.00 -0.78 -0.26 0.11
C 2.7213 2.3104 1.8151 -0.57 0.49 3.53 -0.08
C 3.1452 2.2712 0.4803 0.95 0.16 -2.01 0.27
C 2.1968 1.4531 -0.2000 0.55 -0.11 -2.00 -0.14
N 1.2555 1.0211 0.6647 -0.20 0.20 1.37 0.19
N 1.6001 1.5516 1.8578 0.69 0.15 -1.28 0.20
C 2.1716 1.0850 -1.6227 -0.71 -0.46 0.26 0.07
H 4.2665 2.6303 3.2260 0.48 0.12 -0.15 0.17
H 3.2803 4.0544 2.8768 0.32 0.35 -0.20 0.17
H 2.6232 2.7509 3.8873 0.06 0.03 -0.05 0.13
H 4.0038 2.7513 0.0450 0.32 0.20 -0.06 0.19
H 1.0599 1.3842 2.6844 -0.72 -0.32 0.71 0.18
H 2.0841 1.9844 -2.2608 0.29 -0.08 0.12 0.16
H 3.0976 0.5508 -1.9069 0.00 0.33 0.02 0.16
H 1.3105 0.4229 -1.8375 0.57 0.44 0.14 0.05
```
Positions in Å, forces in eV/Å.

Entry 2:
Computed, not measured: a gas-phase ion, CH4FN2O (charge +1) at a distorted geometry, with ωB97M-V/def2-TZVPD.

Properties
Maximum force = 4.7 eV/Å
Structure (SMILES) = CN[N+](=O)F
Orbital gap = 11.1 eV
Energy = -8833.78975 eV
Energy relative to the best compared isomer or geometry (same formula, charge and spin) = 433.9 kJ/mol
Total charge = +1

```
9
Properties=species:S:1:pos:R:3:forces:R:3:lowdin_charge:R:1
C 0.0062 -0.3798 0.0041 0.61 -1.81 -0.19 0.04
N 1.0291 0.6119 -0.0566 -1.84 0.79 -0.03 0.16
N 2.2102 0.2848 -0.0529 3.66 -2.80 1.06 -0.13
O 3.2358 0.8181 -0.0390 -0.96 -0.27 -0.31 0.33
F 2.2291 -1.2428 0.1135 0.82 2.53 -0.59 0.05
H 0.0207 -0.9745 -0.8572 -0.19 -0.15 -2.28 0.11
H 0.2968 -1.2218 0.6016 -0.42 0.44 1.72 0.12
H -0.9207 0.0530 0.1038 -1.92 0.97 0.70 0.10
H 0.8159 1.6048 -0.0905 0.24 0.30 -0.08 0.23
```
Positions in Å, forces in eV/Å.

Entry 3:
Computed, not measured: a molecular structure, C16H31F3O3P2STi at a distorted geometry, with ωB97M-V/def2-TZVPD.

Properties
2S+1 = 3
Maximum force = 4.9 eV/Å
Orbital gap (alpha / beta) = 6.7 / 7.1 eV
Energy = -83912.89956 eV
Energy relative to the best compared isomer or geometry (same formula, charge and spin) = 206.5 kJ/mol

```
57
Properties=species:S:1:pos:R:3:forces:R:3:lowdin_charge:R:1
P 1.0086 -2.0316 -0.4359 -0.20 -1.35 -2.64 0.76
P 1.3866 0.9814 -1.0429 -0.96 0.95 -2.80 0.82
C 0.9227 -1.4697 -2.2056 -0.58 -0.29 0.40 -0.40
C 1.8508 -0.2759 -2.3791 0.32 0.34 0.06 -0.39
H -0.1274 -1.2008 -2.4062 0.27 0.15 -0.12 0.08
H 1.1733 -2.3270 -2.8406 -0.04 0.28 -0.09 0.08
H 2.9164 -0.5054 -2.2893 -0.06 -0.38 -0.09 0.08
H 1.6667 0.1882 -3.3504 0.39 -0.19 0.05 0.07
C 0.4581 1.9115 -2.3742 -0.77 0.68 -0.21 -0.27
H 0.1297 2.9095 -2.0601 -0.04 -0.40 0.09 0.04
H -0.4012 1.3715 -2.7989 0.21 0.11 0.36 0.04
H 1.1703 2.0660 -3.2063 -0.19 -0.12 0.51 0.05
C 2.5970 2.3244 -0.9080 0.63 0.15 -0.31 -0.27
H 2.6690 2.8155 -1.8847 0.43 0.03 0.29 0.04
H 3.5708 1.9661 -0.5634 0.02 0.28 0.04 0.05
H 2.1794 3.0412 -0.1856 0.22 -0.24 -0.11 0.06
C -0.3210 -3.2391 -0.3785 -0.48 -0.87 0.10 -0.24
H -0.4219 -3.6426 0.6426 0.03 0.11 -0.39 0.06
H -0.0661 -4.0643 -1.0733 -0.22 0.33 0.37 0.06
H -1.2933 -2.8121 -0.6834 0.48 -0.01 0.18 0.05
C 2.5650 -2.9854 -0.6353 0.30 -0.29 -0.50 -0.27
H 3.3836 -2.4299 -0.1564 -0.32 -0.45 -0.01 -0.02
H 2.8470 -3.0956 -1.6971 -0.40 -0.33 0.33 0.05
H 2.4364 -3.9533 -0.1277 0.41 0.30 -0.15 0.07
Ti 2.0031 -0.4116 0.7914 2.41 -0.30 4.30 0.52
C -1.7934 2.7075 -0.0156 -0.73 0.51 -0.69 -0.12
C -2.3860 2.6199 -1.2184 0.78 0.96 0.66 -0.14
C -2.9887 1.3797 -1.7669 -0.83 -0.35 -0.53 -0.21
C -4.3024 0.8784 -1.0898 0.22 0.32 -0.74 -0.18
C -4.1224 -0.2835 -0.1676 0.14 -0.68 0.21 -0.12
C -3.0436 -0.5831 0.5679 -0.25 -0.21 -0.41 -0.10
C -1.7746 0.2349 0.6445 0.23 -0.46 0.49 -0.22
C -1.9285 1.7069 1.0804 0.94 -0.53 0.33 -0.17
C 3.4045 -2.1546 2.1045 0.03 0.20 -0.90 -0.22
H -1.1570 3.5649 0.2374 -0.65 0.08 -0.18 0.11
H -2.3809 3.4978 -1.8818 0.34 -0.42 0.23 0.11
H -2.2309 0.5887 -1.7289 -0.40 0.05 -0.18 0.08
H -3.2062 1.5382 -2.8344 0.06 0.00 0.31 0.11
H -4.7803 1.7167 -0.5573 0.01 -0.21 -0.22 0.12
H -4.9829 0.5733 -1.9170 0.25 0.18 0.70 0.11
H -4.9682 -0.9713 -0.1914 0.15 0.01 0.38 0.10
H -3.0331 -1.5110 1.1752 -0.21 0.63 -0.46 0.11
H -1.1840 0.2318 -0.2908 -0.34 -0.27 0.45 0.06
H -1.1422 -0.2747 1.3842 -0.18 0.30 -0.28 0.07
H -2.8513 1.8338 1.6637 0.17 0.12 -0.18 0.13
H -1.0866 1.9130 1.7516 -0.40 -0.08 0.08 0.08
H 4.0071 -1.7560 2.9298 -0.13 0.08 -0.17 -0.04
H 4.0652 -2.8601 1.5577 -0.20 0.35 0.27 -0.05
H 2.6232 -2.7779 2.5674 0.11 0.04 -0.12 -0.03
F -0.9158 0.2745 4.0109 0.92 1.02 0.54 0.11
C 0.2477 0.9466 4.2144 -0.20 -0.34 0.07 -0.57
F 0.1823 2.1485 3.5809 0.22 -1.32 0.94 0.11
F 0.4481 1.1123 5.5342 -0.29 0.16 -1.17 0.14
S 1.5919 -0.1811 3.4765 0.14 -1.00 -3.61 0.66
O 2.0724 -1.1257 4.4451 -1.01 1.56 -0.20 -0.24
O 0.7329 -0.7487 2.2963 0.17 0.52 2.91 -0.51
O 2.5805 0.6292 2.6864 -0.91 0.29 1.81 -0.40
```
Positions in Å, forces in eV/Å.

Entry 4:
Computed, not measured: a molecular structure, C19H24ClHfNS at a distorted geometry, with ωB97M-V/def2-TZVPD.

Properties
Maximum force = 3.1 eV/Å
Orbital gap = 6.6 eV
Energy = -46232.16762 eV
Total charge = +2

```
47
Properties=species:S:1:pos:R:3:forces:R:3:lowdin_charge:R:1
C 0.1047 0.6208 -5.8107 0.08 0.25 -1.75 -0.96
C 1.4826 1.1803 -6.1862 -0.03 -0.05 0.32 -0.12
C -0.1201 -0.7216 -6.5180 -0.01 -0.03 0.33 -0.12
C -0.9873 1.6139 -6.2279 0.00 -0.06 0.33 -0.12
Cl 0.0332 0.3702 -4.0257 -0.03 -0.09 0.58 0.55
H -0.0749 -0.5720 -7.6019 0.01 0.05 0.18 0.10
H -1.1024 -1.1364 -6.2734 0.13 0.04 -0.01 0.08
H 0.6514 -1.4466 -6.2428 -0.10 0.08 -0.02 0.08
H 1.5291 1.3314 -7.2698 -0.08 -0.05 0.16 0.10
H 2.2802 0.4861 -5.9057 -0.10 0.09 -0.02 0.08
H 1.6622 2.1442 -5.7011 -0.02 -0.13 -0.04 0.08
H -0.9429 1.7656 -7.3117 0.05 -0.07 0.17 0.10
H -0.8447 2.5844 -5.7437 -0.02 -0.13 -0.04 0.08
H -1.9826 1.2344 -5.9793 0.13 0.05 -0.01 0.08
C 1.4517 -1.4619 2.1116 0.79 -0.70 -1.09 -0.20
C 0.6495 -2.2641 1.2234 1.62 -0.12 -0.45 -0.17
C 0.9556 -1.8710 -0.1280 0.75 -0.07 0.95 -0.12
H 0.0736 -3.1345 1.5190 0.06 0.32 -0.13 0.13
C 1.9212 -0.8010 -0.0739 0.30 -1.07 1.07 -0.13
C 2.2517 -0.5745 1.3099 -0.02 -1.04 -0.60 -0.18
H 3.0312 0.0782 1.6859 -0.30 0.05 -0.11 0.13
H 1.6328 -1.6793 3.1611 -0.24 0.28 -0.23 0.13
H 0.6678 -2.4163 -1.0247 -0.33 0.45 0.18 0.14
H 2.4410 -0.3785 -0.9285 -0.29 0.17 0.11 0.14
C -2.2520 0.9109 1.5461 -0.69 -0.83 -0.61 -0.18
C -2.0606 -0.3072 2.2887 -1.17 -0.09 -1.02 -0.20
C -1.9815 -1.3949 1.3463 -1.48 0.87 -0.28 -0.17
H -2.2422 -0.4131 3.3556 0.30 0.09 -0.26 0.13
C -2.1204 -0.8457 0.0222 -0.52 0.31 1.05 -0.12
C -2.2564 0.5844 0.1446 -0.77 -0.68 1.16 -0.13
H -2.5137 1.2640 -0.6620 0.37 -0.03 0.07 0.14
H -2.4566 1.8825 1.9795 0.27 -0.11 -0.13 0.13
H -2.0165 -2.4475 1.6062 0.15 0.29 -0.14 0.13
H -2.2992 -1.4212 -0.8833 0.54 0.15 0.13 0.14
Hf -0.0745 0.0019 1.0309 -0.12 -0.03 -2.16 1.39
S 0.5495 1.6901 2.5926 0.44 0.85 2.91 0.73
C 0.4797 1.0342 4.2670 -0.15 -0.23 -1.06 -0.53
N 0.0397 -0.2296 4.5676 0.18 0.43 0.18 0.05
C 0.0154 -0.7061 5.8521 0.16 0.64 -0.36 -0.01
C 0.4274 0.1028 6.8802 0.04 0.12 -0.20 0.00
C 0.8787 1.4103 6.6071 -0.21 -0.44 -0.23 0.03
C 0.9029 1.8612 5.3032 0.01 0.10 -0.20 -0.06
H -0.2943 -0.8515 3.8146 0.38 0.67 0.73 0.10
H -0.3385 -1.7196 5.9692 -0.02 0.00 0.08 0.15
H 0.4026 -0.2681 7.8902 -0.01 -0.09 0.12 0.13
H 1.2044 2.0576 7.4105 0.00 -0.04 0.02 0.14
H 1.2414 2.8526 5.0130 -0.02 -0.15 0.31 0.13
```
Positions in Å, forces in eV/Å.

Look up the energy of the first one. -36819.29620 eV

maximum force of number 1 (C19H23N5O2Pb)? 4.7 eV/Å

Which formula does entry 3 have? C16H31F3O3P2STi